Computed, not measured: a cluster of 2 separate species, H9N3Si2 in total in a non-equilibrium geometry, with wB97M-V/def2-TZVPD.

```
! wB97M-V def2-TZVPD RIJCOSX def2/J DEFGRID3
* xyz 0 1
Si 2.71 -0.53 -0.49
Si -2.21 0.60 0.21
N -0.98 -0.49 -0.24
N -1.63 1.33 1.61
N -3.67 0.90 -0.40
H -0.71 1.40 1.95
H -2.31 1.87 2.04
H -0.80 -1.02 -1.00
H 3.95 -1.31 -0.28
H 1.84 -1.31 -1.15
H -4.15 0.09 -0.81
H 2.26 -0.63 0.79
H 2.90 0.75 -1.20
H -0.27 -0.55 0.59
*
```

Output
- HOMO level: -8.75 eV
- Gap between HOMO and LUMO: 9.07 eV
- Calculated total energy: -748.622612 Ha
- Energy relative to the best compared isomer or geometry (same formula, charge and spin): 64.44 kcal per mole
- SMILES: N=[Si](N)N.[SiH4]
- LUMO level: 0.32 eV

Listed below, in e, are the Mulliken charges computed for each atom: number 1, Si, carries 0.5683; number 2, Si, carries 0.3912; number 3, N, carries -0.4407; number 4, N, carries -0.3853; number 5, N, carries -0.6733; number 6, H, carries 0.2276; number 7, H, carries 0.2101; number 8, H, carries 0.2094; number 9, H, carries -0.1101; number 10, H, carries -0.1729; number 11, H, carries 0.1909; number 12, H, carries -0.1749; number 13, H, carries -0.0913; number 14, H, carries 0.2512

---

Computed, not measured: the molecule C7H7ClF2O in a non-equilibrium geometry, with wB97M-V/def2-TZVPD.

```
! wB97M-V def2-TZVPD RIJCOSX def2/J DEFGRID3
* xyz 0 1
Cl -1.96 1.18 -2.30
F 0.13 -1.15 1.39
F 1.68 -0.62 -0.09
O -0.94 -1.95 -1.58
C -0.08 2.25 0.58
C 0.95 2.56 1.65
C -0.52 -0.82 -0.97
C -0.21 1.14 -0.09
C -0.31 -3.22 -1.03
C -0.92 0.47 -1.16
C 0.34 -0.54 0.23
H -0.86 -3.99 -1.54
H 0.74 -3.26 -1.11
H -0.92 -3.24 -0.09
H 1.42 3.66 1.65
H 0.48 2.61 2.64
H 1.59 1.77 1.59
H -0.61 3.14 0.22
*
```

Output
- HOMO level: -8.33 eV
- Gap between HOMO and LUMO: 9.07 eV
- Calculated total energy: -1005.963130 Ha
- Energy relative to the best compared isomer or geometry (same formula, charge and spin): 11.40 kcal per mole
- SMILES: C/C=C1/C(Cl)=C(OC)C1(F)F
- LUMO level: 0.74 eV

Listed below, in e, are the Mulliken charges computed for each atom: number 1, Cl, carries -0.2124; number 2, F, carries -0.2799; number 3, F, carries -0.2706; number 4, O, carries -0.4489; number 5, C, carries 0.0719; number 6, C, carries -1.0559; number 7, C, carries -0.2131; number 8, C, carries -0.4053; number 9, C, carries -0.7580; number 10, C, carries 0.0133; number 11, C, carries 1.3773; number 12, H, carries 0.3124; number 13, H, carries 0.2940; number 14, H, carries 0.3463; number 15, H, carries 0.2731; number 16, H, carries 0.2786; number 17, H, carries 0.3532; number 18, H, carries 0.3241

---

Computed, not measured: a structure of composition C6H6F14InN3O14S6 in a non-equilibrium geometry, with wB97M-V/def2-TZVPD.

```
! wB97M-V def2-TZVPD RIJCOSX def2/J DEFGRID3
* xyz 0 1
In 21.08 -7.45 -0.39
S 24.19 -7.08 -3.20
S 23.55 -5.33 -1.16
S 21.06 -11.20 1.10
S 19.43 -5.16 -3.30
S 18.67 -4.41 -1.14
S 21.56 -10.67 -1.59
F 21.84 -3.38 -1.69
F 18.58 -4.98 0.40
F 18.73 -10.16 1.89
F 20.47 -13.03 -2.03
F 19.14 -11.29 -2.41
F 18.62 -11.93 0.68
F 20.74 -11.82 -3.75
F 23.01 -3.99 -3.42
F 20.61 -6.17 -3.66
F 19.20 -12.11 2.76
F 24.15 -7.61 -5.69
F 23.89 -2.82 -1.81
F 22.60 -6.19 -5.13
F 22.38 -8.31 -4.68
O 17.31 -4.55 -1.52
O 22.77 -11.38 -1.40
O 25.11 -6.03 -3.50
O 24.89 -5.15 -0.72
O 22.59 -5.43 -0.02
O 23.63 -8.76 -0.35
O 19.16 -3.09 -0.94
O 22.39 -7.50 1.76
O 21.50 -12.53 0.86
O 21.77 -10.53 2.15
O 18.29 -5.75 -3.91
O 21.67 -9.51 -2.43
O 24.72 -8.37 -2.85
O 19.87 -3.92 -3.82
N 20.85 -10.22 -0.16
N 19.66 -5.49 -1.65
N 23.08 -6.59 -2.00
C 23.23 -7.30 -4.79
C 20.36 -11.81 -2.48
C 19.29 -11.35 1.69
C 23.83 -7.63 1.71
C 23.03 -3.77 -2.12
C 24.18 -8.85 0.94
H 22.15 -7.04 2.57
H 24.30 -7.60 2.69
H 24.24 -6.75 1.19
H 25.22 -9.16 0.94
H 23.72 -9.73 1.41
H 24.27 -8.98 -1.03
*
```

Output
- HOMO level: -11.26 eV
- Gap between HOMO and LUMO: 4.88 eV
- Calculated total energy: -5426.979155 Ha
- Energy relative to the best compared isomer or geometry (same formula, charge and spin): 0.00 kcal per mole
- LUMO level: -6.38 eV

Listed below, in e, are the Mulliken charges computed for each atom: number 1, In, carries 1.6908; number 2, S, carries 0.9093; number 3, S, carries 0.9734; number 4, S, carries 0.8349; number 5, S, carries 0.9010; number 6, S, carries 0.8610; number 7, S, carries 1.1292; number 8, F, carries -0.1345; number 9, F, carries -0.3385; number 10, F, carries -0.2148; number 11, F, carries -0.1688; number 12, F, carries -0.1942; number 13, F, carries -0.2396; number 14, F, carries -0.1739; number 15, F, carries -0.1637; number 16, F, carries -0.1413; number 17, F, carries -0.1847; number 18, F, carries -0.2208; number 19, F, carries -0.2247; number 20, F, carries -0.1691; number 21, F, carries -0.1631; number 22, O, carries -0.5625; number 23, O, carries -0.6166; number 24, O, carries -0.5845; number 25, O, carries -0.6232; number 26, O, carries -0.6341; number 27, O, carries 0.1747; number 28, O, carries -0.5234; number 29, O, carries -0.3078; number 30, O, carries -0.5448; number 31, O, carries -0.6955; number 32, O, carries -0.5054; number 33, O, carries -0.5988; number 34, O, carries -0.7949; number 35, O, carries -0.5378; number 36, N, carries -0.2222; number 37, N, carries -0.0421; number 38, N, carries -0.1749; number 39, C, carries 0.6523; number 40, C, carries 0.5240; number 41, C, carries 0.6038; number 42, C, carries -0.4332; number 43, C, carries 0.6099; number 44, C, carries -0.4720; number 45, H, carries 0.2250; number 46, H, carries 0.5680; number 47, H, carries 0.1386; number 48, H, carries 0.4343; number 49, H, carries 0.1754; number 50, H, carries 0.1997

---

Computed, not measured: the ion C5H11O2 with charge -1 in a non-equilibrium geometry, with wB97M-V/def2-TZVPD.

```
! wB97M-V def2-TZVPD RIJCOSX def2/J DEFGRID3
* xyz -1 1
O 0.63 -2.36 1.69
O -2.34 1.95 -1.04
C 1.05 0.63 -0.56
C 1.23 -1.56 0.66
C 0.99 -0.06 0.80
C -0.24 0.52 -1.38
C -1.52 1.13 -0.45
H -0.35 -0.49 -1.81
H -0.99 1.64 0.39
H -1.95 0.13 -0.09
H -0.34 -2.36 1.58
H 1.82 0.34 1.39
H 1.91 0.16 -1.10
H 0.02 0.08 1.26
H 2.29 -1.75 0.85
H 1.33 1.68 -0.55
H 0.97 -1.93 -0.34
H -0.25 1.24 -2.20
*
```

Output
- HOMO level: -2.33 eV
- Gap between HOMO and LUMO: 5.90 eV
- Calculated total energy: -347.542869 Ha
- Energy relative to the best compared isomer or geometry (same formula, charge and spin): 67.01 kcal per mole
- SMILES: [O-]CCCCCO
- LUMO level: 3.56 eV

Listed below, in e, are the Mulliken charges computed for each atom: number 1, O, carries -0.5565; number 2, O, carries -0.8407; number 3, C, carries -0.8853; number 4, C, carries -0.6139; number 5, C, carries -0.1297; number 6, C, carries -0.6143; number 7, C, carries -0.1631; number 8, H, carries 0.3299; number 9, H, carries 0.0647; number 10, H, carries -0.0117; number 11, H, carries 0.3139; number 12, H, carries 0.1949; number 13, H, carries 0.3473; number 14, H, carries 0.2920; number 15, H, carries 0.2928; number 16, H, carries 0.3881; number 17, H, carries 0.2843; number 18, H, carries 0.3073

---

Question: The lowest energy relative to the best compared isomer or geometry (same formula, charge and spin) belongs to which entry?
Answer: C6H6F14InN3O14S6

---

Question: The highest calculated total energy belongs to which entry?
Answer: C5H11O2

---

Question: What is the gap between HOMO and LUMO in the first record?
Answer: 9.07 eV

---

Repeat the fourth record exactly.
Computed, not measured: the ion C5H11O2 with charge -1 in a non-equilibrium geometry, with wB97M-V/def2-TZVPD.

```
! wB97M-V def2-TZVPD RIJCOSX def2/J DEFGRID3
* xyz -1 1
O 0.63 -2.36 1.69
O -2.34 1.95 -1.04
C 1.05 0.63 -0.56
C 1.23 -1.56 0.66
C 0.99 -0.06 0.80
C -0.24 0.52 -1.38
C -1.52 1.13 -0.45
H -0.35 -0.49 -1.81
H -0.99 1.64 0.39
H -1.95 0.13 -0.09
H -0.34 -2.36 1.58
H 1.82 0.34 1.39
H 1.91 0.16 -1.10
H 0.02 0.08 1.26
H 2.29 -1.75 0.85
H 1.33 1.68 -0.55
H 0.97 -1.93 -0.34
H -0.25 1.24 -2.20
*
```

Output
- HOMO level: -2.33 eV
- Gap between HOMO and LUMO: 5.90 eV
- Calculated total energy: -347.542869 Ha
- Energy relative to the best compared isomer or geometry (same formula, charge and spin): 67.01 kcal per mole
- SMILES: [O-]CCCCCO
- LUMO level: 3.56 eV

Listed below, in e, are the Mulliken charges computed for each atom: number 1, O, carries -0.5565; number 2, O, carries -0.8407; number 3, C, carries -0.8853; number 4, C, carries -0.6139; number 5, C, carries -0.1297; number 6, C, carries -0.6143; number 7, C, carries -0.1631; number 8, H, carries 0.3299; number 9, H, carries 0.0647; number 10, H, carries -0.0117; number 11, H, carries 0.3139; number 12, H, carries 0.1949; number 13, H, carries 0.3473; number 14, H, carries 0.2920; number 15, H, carries 0.2928; number 16, H, carries 0.3881; number 17, H, carries 0.2843; number 18, H, carries 0.3073